# 1
# C49H55N4O2SiTaTe

A molecular structure, C49H55N4O2SiTaTe (the ωB97M-V functional and the def2-TZVPD basis, OMol25).

CARTESIAN COORDINATES (ANGSTROEM)
Ta1 -0.067 -0.716 0.859
C1 -1.981 -2.808 2.134
N1 -0.501 -2.728 2.023
C2 0.040 -3.923 1.315
C3 0.085 -2.738 3.363
C4 -0.097 -3.743 4.299
C5 0.483 -3.593 5.549
C6 1.218 -2.451 5.852
C7 1.412 -1.452 4.912
C8 0.854 -1.620 3.648
N2 0.895 -0.695 2.589
C9 1.856 0.356 2.592
C10 3.189 0.181 2.934
C11 4.039 1.271 2.827
C12 3.558 2.498 2.379
C13 2.224 2.661 2.030
C14 1.365 1.578 2.142
N3 -0.061 1.585 1.818
C15 -0.412 2.724 0.955
C16 -0.874 1.705 3.057
H1 -2.287 -3.764 2.563
H2 -2.419 -2.711 1.145
H3 -2.335 -2.008 2.789
H4 -0.193 -4.824 1.883
H5 1.120 -3.821 1.231
H6 -0.400 -4.000 0.333
H7 -0.683 -4.623 4.073
H8 0.353 -4.364 6.294
H9 1.642 -2.335 6.839
H10 1.976 -0.564 5.157
H11 3.553 -0.787 3.244
H12 5.084 1.161 3.082
H13 4.232 3.339 2.298
H14 1.875 3.620 1.679
H15 -0.257 3.662 1.495
H16 -1.463 2.659 0.701
H17 0.188 2.715 0.053
H18 -0.679 2.664 3.542
H19 -0.627 0.901 3.747
H20 -1.932 1.660 2.797
C17 3.249 0.301 -5.359
C18 2.586 0.308 -4.012
C19 3.183 -0.308 -2.920
C20 2.551 -0.295 -1.673
C21 2.987 -1.066 -0.469
O1 2.141 -1.657 0.231
C22 4.404 -1.147 -0.118
C23 5.303 -0.175 -0.560
C24 6.624 -0.223 -0.147
C25 7.051 -1.249 0.684
C26 6.161 -2.228 1.120
C27 4.838 -2.174 0.729
C28 1.337 0.365 -1.570
O2 0.767 0.330 -0.351
C29 0.651 0.946 -2.643
C30 1.333 0.915 -3.859
C31 -0.763 1.436 -2.557
N4 -1.439 1.146 -1.525
C32 -2.827 1.476 -1.292
C33 -3.361 0.476 -0.268
Te1 -5.309 0.888 0.512
C34 -4.703 2.627 1.524
C35 -4.525 3.825 0.835
C36 -4.123 4.966 1.514
C37 -3.921 4.924 2.886
C38 -4.122 3.741 3.582
C39 -4.510 2.594 2.904
C40 -1.288 2.189 -3.729
C41 -0.853 3.488 -3.967
C42 -1.362 4.201 -5.042
C43 -2.291 3.614 -5.888
C44 -2.714 2.313 -5.662
C45 -2.217 1.599 -4.582
H21 4.151 -0.307 -5.353
H22 3.526 1.312 -5.661
H23 2.577 -0.094 -6.121
H24 4.129 -0.819 -3.040
H25 4.967 0.632 -1.198
H26 7.321 0.535 -0.476
H27 8.087 -1.293 0.993
H28 6.509 -3.029 1.756
H29 4.131 -2.923 1.059
H30 0.859 1.352 -4.729
H31 -3.451 1.458 -2.190
H32 -2.891 2.491 -0.888
H33 -2.668 0.439 0.597
H34 -3.420 -0.521 -0.702
H35 -4.718 3.874 -0.230
H36 -3.993 5.895 0.974
H37 -3.629 5.820 3.417
H38 -3.991 3.715 4.655
H39 -4.680 1.675 3.452
H40 -0.118 3.943 -3.314
H41 -1.028 5.213 -5.223
H42 -2.683 4.171 -6.727
H43 -3.429 1.851 -6.329
H44 -2.536 0.578 -4.413
C46 -0.958 -4.733 -1.954
Si1 -1.927 -3.137 -1.699
C47 -2.228 -2.346 -3.374
C48 -3.618 -3.466 -0.926
C49 -0.873 -1.824 -0.784
H45 -0.978 -4.991 -3.013
H46 -1.379 -5.579 -1.412
H47 0.094 -4.645 -1.676
H48 -2.761 -3.024 -4.042
H49 -1.292 -2.065 -3.861
H50 -2.838 -1.445 -3.270
H51 -4.351 -3.528 -1.733
H52 -3.972 -2.683 -0.253
H53 -3.664 -4.411 -0.385
H54 -1.214 -0.900 -1.267
H55 0.129 -2.010 -1.215

Results
* highest occupied orbital energy: -0.4572 Eh
* maximum force: 1.84 eV/Å
* electronic energy: -2883.76951 Ha
* charge: +2

***

# 2
# C49H56NO2P4RuS4

A molecular structure, C49H56NO2P4RuS4 (the ωB97M-V functional and the def2-TZVPD basis, OMol25).

CARTESIAN COORDINATES (ANGSTROEM)
Ru1 -18.913 13.081 -11.100
S1 -21.934 10.920 -13.787
C1 -20.905 11.531 -12.655
S2 -21.201 12.952 -11.675
S3 -19.253 11.065 -12.394
C2 -16.447 11.072 -9.345
P1 -18.235 11.222 -9.745
C3 -18.592 9.434 -9.893
C4 -19.068 11.605 -8.111
C5 -18.791 10.641 -7.099
C6 -18.904 11.065 -5.745
C7 -19.463 12.244 -5.406
C8 -19.651 13.244 -6.424
C9 -19.326 12.937 -7.757
P2 -19.559 14.103 -9.112
C10 -18.304 15.346 -8.464
C11 -21.215 14.985 -9.043
H1 -16.367 10.945 -8.235
H2 -15.900 11.951 -9.699
H3 -16.128 10.133 -9.842
H4 -17.996 8.837 -9.206
H5 -18.281 9.222 -10.931
H6 -19.649 9.215 -9.722
H7 -18.439 9.641 -7.218
H8 -18.523 10.375 -4.916
H9 -19.847 12.591 -4.393
H10 -20.003 14.273 -6.169
H11 -18.613 16.363 -8.601
H12 -17.395 15.225 -9.044
H13 -17.984 15.139 -7.446
H14 -21.788 14.838 -9.985
H15 -21.083 16.051 -8.860
H16 -21.862 14.541 -8.180
C12 -11.979 17.887 -10.242
S4 -12.787 16.304 -9.842
C13 -12.695 15.279 -11.252
C14 -13.955 15.189 -12.087
C15 -14.957 14.273 -11.442
N1 -15.994 13.863 -12.386
P3 -16.140 12.325 -13.053
C16 -15.865 12.113 -14.831
C17 -14.677 12.663 -15.289
C18 -14.250 12.419 -16.579
C19 -15.021 11.618 -17.411
C20 -16.125 10.941 -16.924
C21 -16.533 11.123 -15.602
C22 -14.830 11.146 -12.610
C23 -13.503 11.589 -12.453
C24 -12.500 10.752 -11.884
C25 -12.856 9.483 -11.351
C26 -14.127 8.971 -11.652
C27 -15.114 9.806 -12.203
P4 -17.829 14.584 -12.288
C28 -18.141 14.650 -14.060
C29 -19.403 14.329 -14.663
C30 -19.563 14.357 -16.046
C31 -18.567 14.987 -16.850
C32 -17.453 15.589 -16.180
C33 -17.183 15.313 -14.821
C34 -18.214 16.372 -11.993
C35 -18.988 17.138 -12.864
C36 -18.950 18.512 -12.871
C37 -18.332 19.215 -11.818
C38 -17.485 18.525 -10.989
C39 -17.422 17.113 -11.044
H17 -10.901 17.763 -10.461
H18 -12.108 18.375 -9.289
H19 -12.480 18.512 -11.008
H20 -12.287 14.291 -11.013
H21 -11.864 15.642 -11.873
H22 -13.704 14.806 -13.110
H23 -14.341 16.237 -12.145
H24 -15.436 14.649 -10.525
H25 -14.470 13.327 -11.059
H26 -14.098 13.292 -14.633
H27 -13.310 12.805 -16.943
H28 -14.749 11.454 -18.451
H29 -16.671 10.136 -17.517
H30 -17.426 10.697 -15.243
H31 -13.233 12.525 -12.888
H32 -11.483 11.181 -11.733
H33 -12.203 9.016 -10.621
H34 -14.445 7.904 -11.493
H35 -16.124 9.391 -12.447
H36 -20.264 14.013 -14.076
H37 -20.465 13.930 -16.546
H38 -18.629 15.079 -17.924
H39 -16.708 16.160 -16.706
H40 -16.253 15.549 -14.294
H41 -19.658 16.675 -13.593
H42 -19.367 19.100 -13.680
H43 -18.509 20.265 -11.684
H44 -16.914 19.072 -10.181
H45 -16.782 16.570 -10.383
C40 -18.673 1.119 -11.531
C41 -17.747 2.272 -11.823
C42 -17.900 3.029 -12.989
C43 -17.143 4.176 -13.181
C44 -17.113 4.828 -14.551
C45 -16.261 4.649 -12.135
C46 -15.932 3.766 -11.080
C47 -14.762 3.889 -10.111
C48 -16.709 2.609 -10.985
C49 -15.467 5.988 -12.302
O1 -15.076 6.371 -13.435
O2 -15.338 6.604 -11.162
H46 -19.710 1.472 -11.241
H47 -18.222 0.510 -10.685
H48 -18.787 0.469 -12.410
H49 -18.507 2.561 -13.810
H50 -17.673 4.343 -15.335
H51 -16.051 4.947 -14.838
H52 -17.452 5.903 -14.470
H53 -14.318 4.838 -10.245
H54 -13.961 3.186 -10.332
H55 -15.068 3.737 -9.062
H56 -16.345 1.957 -10.210

Results
* highest occupied orbital energy (spin up / spin down): -0.1589 / -0.2511 Eh
* maximum force: 4.62 eV/Å
* electronic energy: -5158.76053 Ha
* ⟨S²⟩: 8.798
* multiplicity: 6
* charge: 0

***

# 3
# C49H58B2FI2N2O10P

A molecular structure, C49H58B2FI2N2O10P (the ωB97M-V functional and the def2-TZVPD basis, OMol25).

CARTESIAN COORDINATES (ANGSTROEM)
C1 0.027 0.663 4.136
C2 0.838 -0.204 3.170
P1 2.680 -0.331 3.312
C3 2.858 -0.080 5.135
C4 2.112 -1.205 5.892
C5 3.436 1.241 2.487
C6 3.118 2.495 3.318
B1 3.638 3.947 3.003
O1 4.999 4.195 2.850
O2 2.755 5.019 3.016
O3 4.873 1.141 2.447
C7 5.733 0.605 3.449
C8 5.945 -0.900 3.370
C9 7.059 1.344 3.251
C10 7.801 1.570 4.555
C11 7.307 2.767 5.341
F1 9.163 1.766 4.284
C12 3.178 1.243 0.875
C13 3.529 -0.232 0.422
C14 2.418 -1.276 0.269
O4 2.716 -2.441 1.047
C15 1.751 -3.207 1.558
C16 0.406 -3.146 0.894
O5 2.004 -3.930 2.438
N1 4.187 2.119 0.242
B2 4.049 3.227 -0.648
O6 4.992 3.304 -1.688
N2 3.090 4.308 -0.411
C17 2.307 4.692 -1.575
C18 3.884 5.472 0.036
C19 1.790 1.670 0.303
I1 0.448 2.740 1.480
C20 1.440 1.472 -0.981
C21 2.293 1.041 -2.157
I2 -0.489 1.782 -1.726
H1 0.031 0.235 5.135
H2 0.398 1.686 4.191
H3 -1.017 0.722 3.813
H4 0.579 0.055 2.143
H5 0.519 -1.249 3.294
H6 3.923 -0.192 5.341
H7 2.558 0.908 5.492
H8 2.789 -1.685 6.603
H9 1.268 -0.823 6.466
H10 1.754 -1.994 5.225
H11 3.645 2.273 4.265
H12 2.064 2.516 3.593
H13 5.506 4.203 3.667
H14 2.542 5.362 3.890
H15 5.353 0.873 4.445
H16 5.124 -1.493 3.767
H17 6.856 -1.165 3.918
H18 6.095 -1.188 2.325
H19 6.844 2.302 2.770
H20 7.706 0.761 2.586
H21 7.736 0.669 5.181
H22 7.963 2.966 6.190
H23 7.276 3.657 4.705
H24 6.301 2.574 5.729
H25 4.261 -0.632 1.116
H26 4.044 -0.146 -0.531
H27 1.452 -0.862 0.546
H28 2.353 -1.608 -0.768
H29 0.431 -3.681 -0.058
H30 -0.303 -3.644 1.557
H31 0.051 -2.135 0.711
H32 5.025 1.588 0.046
H33 4.660 3.001 -2.541
H34 1.744 3.836 -1.952
H35 1.580 5.465 -1.307
H36 2.941 5.088 -2.385
H37 3.276 6.111 0.678
H38 4.754 5.162 0.617
H39 4.243 6.050 -0.827
H40 3.352 1.207 -1.978
H41 2.006 1.617 -3.038
H42 2.120 -0.003 -2.421
C22 -7.270 -4.633 -2.975
C23 -6.308 -3.629 -2.942
C24 -5.082 -3.861 -2.342
C25 -4.814 -5.097 -1.766
C26 -5.783 -6.101 -1.790
C27 -7.009 -5.865 -2.401
C28 -5.538 -7.431 -1.157
O7 -6.375 -8.306 -1.188
C29 -4.224 -7.637 -0.480
C30 -3.981 -8.847 0.157
C31 -2.768 -9.066 0.787
C32 -1.789 -8.078 0.780
C33 -2.026 -6.871 0.147
C34 -3.244 -6.643 -0.482
C35 -3.481 -5.324 -1.138
O8 -2.624 -4.466 -1.153
H43 -8.225 -4.450 -3.448
H44 -6.517 -2.665 -3.387
H45 -4.318 -3.096 -2.312
H46 -7.744 -6.658 -2.413
H47 -4.755 -9.603 0.149
H48 -2.583 -10.007 1.287
H49 -0.840 -8.252 1.272
H50 -1.278 -6.090 0.134
C36 -8.632 3.241 -8.229
C37 -7.862 4.399 -8.239
C38 -6.836 4.559 -7.324
C39 -6.579 3.564 -6.389
C40 -7.359 2.407 -6.372
C41 -8.382 2.247 -7.299
C42 -7.126 1.330 -5.366
O9 -7.792 0.317 -5.360
C43 -6.039 1.548 -4.366
C44 -5.826 0.581 -3.390
C45 -4.817 0.752 -2.459
C46 -4.015 1.887 -2.502
C47 -4.223 2.856 -3.468
C48 -5.240 2.691 -4.402
C49 -5.457 3.757 -5.424
O10 -4.750 4.740 -5.467
H51 -9.430 3.116 -8.949
H52 -8.064 5.176 -8.964
H53 -6.222 5.449 -7.318
H54 -8.971 1.341 -7.272
H55 -6.460 -0.295 -3.379
H56 -4.648 0.000 -1.699
H57 -3.220 2.006 -1.777
H58 -3.610 3.745 -3.515

Results
* highest occupied orbital energy: -0.2986 Eh
* maximum force: 3.31 eV/Å
* electronic energy: -3850.33651 Ha
* charge: 0

***

# 4
# C49H58BBiCl2GeIN8O4S3

A molecular structure, C49H58BBiCl2GeIN8O4S3 (the ωB97M-V functional and the def2-TZVPD basis, OMol25).

CARTESIAN COORDINATES (ANGSTROEM)
Bi1 0.084 -0.911 -0.351
C1 4.909 -4.219 -1.182
C2 4.763 -2.741 -1.534
C3 5.913 -2.282 -2.439
C4 4.788 -1.951 -0.231
N1 3.508 -2.536 -2.339
C5 3.235 -3.359 -3.414
C6 2.230 -2.805 -4.120
N2 1.865 -1.634 -3.496
B1 0.950 -0.613 -4.238
N3 1.255 0.836 -3.801
C7 2.263 1.548 -4.406
C8 2.231 2.808 -3.930
N4 1.198 2.882 -3.017
C9 0.624 1.656 -2.940
S1 -0.675 1.187 -1.901
C10 0.778 4.136 -2.328
C11 1.667 5.288 -2.792
C12 0.930 3.968 -0.814
C13 -0.670 4.444 -2.712
N5 -0.592 -0.849 -4.156
C14 -1.395 -0.223 -5.079
C15 -2.636 -0.734 -4.971
N6 -2.618 -1.681 -3.965
C16 -1.356 -1.714 -3.466
S2 -0.731 -2.601 -2.114
C17 -3.772 -2.625 -3.804
C18 -5.065 -1.808 -3.849
C19 -3.707 -3.599 -4.985
C20 -3.737 -3.410 -2.498
C21 2.635 -1.507 -2.396
S3 2.410 -0.219 -1.253
H1 5.787 -4.341 -0.550
H2 5.040 -4.855 -2.056
H3 4.041 -4.563 -0.628
H4 6.861 -2.399 -1.915
H5 5.790 -1.230 -2.702
H6 5.951 -2.868 -3.358
H7 5.705 -2.207 0.298
H8 3.939 -2.216 0.399
H9 4.787 -0.880 -0.406
H10 3.776 -4.267 -3.591
H11 1.757 -3.142 -5.024
H12 1.235 -0.694 -5.399
H13 2.916 1.101 -5.134
H14 2.873 3.630 -4.174
H15 2.703 5.138 -2.484
H16 1.312 6.206 -2.327
H17 1.622 5.420 -3.872
H18 1.933 3.611 -0.573
H19 0.194 3.272 -0.418
H20 0.781 4.933 -0.328
H21 -0.762 4.558 -3.794
H22 -0.978 5.377 -2.240
H23 -1.341 3.656 -2.381
H24 -1.009 0.538 -5.735
H25 -3.517 -0.492 -5.533
H26 -5.260 -1.397 -4.839
H27 -5.033 -0.996 -3.121
H28 -5.901 -2.459 -3.601
H29 -3.731 -3.066 -5.935
H30 -4.560 -4.276 -4.952
H31 -2.792 -4.191 -4.939
H32 -3.721 -2.749 -1.634
H33 -2.880 -4.074 -2.446
H34 -4.641 -4.016 -2.446
C22 -1.138 -3.384 3.637
C23 -1.899 -2.199 4.130
N7 -2.644 -2.361 5.197
C24 -3.312 -1.333 5.754
C25 -3.278 -0.065 5.243
C26 -3.933 1.092 5.951
O1 -4.108 0.759 7.310
C27 -2.525 0.141 4.060
C28 -2.697 1.287 3.247
N8 -1.874 1.616 2.300
C29 -2.351 2.463 1.272
C30 -2.091 3.831 1.291
C31 -2.633 4.660 0.323
C32 -3.436 4.132 -0.676
C33 -3.672 2.767 -0.732
C34 -3.126 1.937 0.233
I1 -3.448 -0.144 0.069
C35 -1.766 -0.921 3.497
O2 -1.025 -0.736 2.444
H35 -1.150 -4.146 4.413
H36 -0.110 -3.122 3.393
H37 -1.602 -3.790 2.737
H38 -3.869 -1.553 6.654
H39 -4.902 1.315 5.479
H40 -3.305 1.986 5.839
H41 -4.500 1.504 7.775
H42 -3.639 1.836 3.326
H43 -1.470 4.223 2.086
H44 -2.449 5.725 0.362
H45 -3.879 4.776 -1.423
H46 -4.281 2.348 -1.520
Ge1 0.162 1.119 2.508
C36 0.425 2.872 3.433
C37 1.442 3.712 2.987
C38 1.753 4.875 3.679
C39 1.044 5.215 4.821
C40 0.015 4.396 5.264
C41 -0.282 3.229 4.577
C42 1.427 -0.119 3.394
C43 2.622 -0.470 2.781
C44 3.483 -1.353 3.415
C45 3.156 -1.892 4.647
C46 1.975 -1.518 5.275
C47 1.115 -0.631 4.650
H47 0.505 1.406 1.022
H48 2.002 3.452 2.094
H49 2.561 5.509 3.335
H50 1.299 6.112 5.370
H51 -0.550 4.665 6.147
H52 -1.078 2.585 4.936
H53 2.883 -0.053 1.813
H54 4.418 -1.627 2.942
H55 3.816 -2.606 5.121
H56 1.716 -1.910 6.250
H57 0.187 -0.352 5.137
Cl1 -1.076 -5.073 0.385
C48 0.700 -5.173 0.423
Cl2 1.264 -5.868 -1.099
C49 1.221 -3.729 0.679
O3 1.556 -3.435 1.808
O4 1.212 -2.953 -0.353
H58 0.979 -5.826 1.242

Results
* highest occupied orbital energy: -0.3621 Eh
* maximum force: 0.83 eV/Å
* electronic energy: -7370.03141 Ha
* charge: +1